# 1
The following is a DFT calculation (ωB97M-V/def2-TZVPD) of a structure of composition C14H47Ca2O25P3S2.

Element x y z (Å)
Ca -2.24108 -1.79822 -1.38159
Ca -2.03560 2.37815 -0.18160
S -0.03093 0.34106 0.25008
O -0.10999 1.33550 -0.86060
O -0.75417 -0.84951 -0.03580
O 1.31122 0.23103 0.70944
O -0.83139 1.11989 1.22099
S -4.14153 0.34269 -1.03394
O -4.28917 -1.08736 -0.78190
O -5.11081 0.86581 -1.95268
O -3.99257 1.11412 0.19216
O -2.79178 0.42850 -1.53154
C 1.20727 4.58404 -1.11463
O 0.00148 3.92061 -1.12735
H 1.90346 4.22959 -0.35450
H 1.70614 4.28565 -2.03669
H 1.01902 5.65595 -1.05417
H 0.18492 2.97908 -1.16582
C 4.09409 1.99254 0.52947
O 3.59804 0.84465 -0.08152
H 4.02296 2.78081 -0.21998
H 3.52290 2.40373 1.36179
H 5.11949 1.77434 0.82786
H 2.74269 0.66855 0.31719
C -1.50122 0.03218 4.02686
O -2.55541 -0.32975 3.28993
H -1.17485 0.98044 3.59978
H -1.82299 0.15351 5.06119
H -0.76916 -0.77220 3.95499
H -2.28927 -0.06662 2.40589
C -2.69412 -2.75319 1.43086
O -2.75114 -3.44774 0.20866
H -2.79912 -3.52349 2.19487
H -1.75056 -2.29273 1.72373
H -3.49891 -2.02054 1.49129
H -3.36109 -4.18312 0.30233
C 3.41489 0.02299 3.23498
O 2.08482 -0.37750 3.08978
H 3.99686 -0.07719 2.31881
H 3.34116 1.06609 3.54256
H 3.90783 -0.57560 4.00101
H 1.75052 -0.17538 2.21286
C -0.06600 -3.20066 -5.65958
O 0.42498 -1.89034 -5.44357
P 0.29926 -1.19669 -3.99246
O -1.00508 -1.24255 -3.23633
O 1.63732 -1.69436 -3.17917
C 2.48788 -0.86730 -2.40439
O 0.66989 0.30522 -4.46711
C -0.32579 1.33386 -4.72485
H 0.73040 -3.79688 -6.10494
H -0.99585 -3.14845 -6.22593
H -0.33689 -3.85103 -4.82787
H 2.59965 -1.23849 -1.38565
H 2.04069 0.12024 -2.29093
H 3.52267 -0.84723 -2.74632
H 0.17975 2.10012 -5.31255
H -0.67448 1.65876 -3.74456
H -1.21477 1.07754 -5.30114
C 2.13470 -4.95866 -3.48563
O 1.00504 -5.44716 -2.76919
P 0.35928 -4.71837 -1.45632
O -0.70885 -3.72482 -1.74042
O 0.00363 -5.94222 -0.47470
C -1.17548 -6.57561 -0.74449
O 1.60432 -4.03208 -0.71177
C 1.50486 -3.32753 0.59164
H 2.54421 -3.97301 -3.26448
H 2.09941 -4.95367 -4.57505
H 2.93742 -5.68233 -3.34405
H -1.96160 -6.12594 -0.13793
H -1.08784 -7.65041 -0.58565
H -1.49329 -6.45361 -1.77996
H 2.10572 -2.42773 0.45965
H 1.94192 -4.03639 1.29490
H 0.54237 -3.01509 0.99675
C -3.41901 3.03202 4.16931
O -2.64587 4.22318 4.20347
P -1.48349 4.51623 3.09120
O -1.57466 3.78523 1.79675
O -1.58990 6.21508 2.92515
C -0.63250 6.93931 2.15278
O -0.14155 4.30909 3.98233
C 1.11569 3.73092 3.43204
H -3.18361 2.35962 4.99427
H -3.31161 2.41679 3.27597
H -4.41351 3.47688 4.13518
H -0.19227 7.60756 2.89287
H -1.11436 7.44419 1.31552
H 0.21540 6.39063 1.74278
H 1.41728 4.00802 2.42191
H 1.09817 2.64947 3.56712
H 1.89386 4.11739 4.09022

Charge: +1
Frontier orbital gap (spin up / spin down), eV: 8.802 / 3.104
Highest occupied orbital energy (spin up / spin down), eV: -11.43 / -11.43
2S+1: 2
LUMO (spin up / spin down), eV: -2.63 / -8.33


# 2
The following is a DFT calculation (ωB97M-V/def2-TZVPD) of a structure of composition C27H30N2O6.

Element x y z (Å)
C -6.62609 -1.30918 -1.12186
H -6.46238 -2.02902 -0.37858
O -5.77665 -0.05245 -0.97492
C -4.53834 -0.28804 -0.79451
C -3.85316 -1.61825 -0.95216
C -2.56131 -1.53724 -0.54123
C -1.92296 -0.39187 -0.18739
C -2.56028 0.96032 -0.47092
C -3.96031 0.98579 -0.63472
O -4.64210 2.03205 -0.54072
C -4.11047 3.52174 -0.33187
H -4.95227 4.15954 -0.50434
H -3.53817 3.20603 0.51347
H -3.29803 3.60977 -1.10213
H -1.99746 1.83645 -0.32060
C -0.42094 -0.22693 -0.09776
O 0.33007 0.36456 -0.92387
N 0.19860 -0.99475 0.82128
C -0.38126 -1.48430 1.75742
C -0.27667 -3.01969 1.94582
C 0.39883 -3.86306 2.60645
C 0.25558 -5.08011 2.33539
C -0.35478 -4.97039 1.08911
O -0.79215 -3.76519 0.98432
H -0.65176 -5.64867 0.07048
H 0.88770 -6.03579 2.59436
H 0.94968 -3.72817 3.59147
H -1.51343 -1.21359 1.67973
H -0.21245 -1.21819 2.88650
C 1.72849 -1.02080 0.94247
C 2.39244 -1.14638 -0.49566
C 3.59995 -0.75176 -0.85552
C 4.30276 -0.98337 -1.89794
C 3.64881 -1.99203 -2.86767
C 2.39437 -2.48398 -2.55407
C 1.84006 -1.91701 -1.33044
H 0.86312 -2.55501 -1.32903
H 1.97211 -3.05840 -3.01279
O 4.24443 -2.13697 -4.01285
H 4.99539 -1.59955 -4.00608
H 5.32570 -0.67601 -1.96753
H 3.98016 -0.00959 0.22564
H 1.81900 -1.85938 1.57842
C 2.12600 0.15372 1.62331
O 2.43134 0.32066 2.68595
N 2.27382 1.33139 0.82978
H 1.79089 1.20031 -0.04402
C 2.54942 2.57544 1.36696
H 2.86731 2.68435 2.22431
C 1.01451 3.66715 1.39399
C 1.46981 4.84506 0.38695
C 2.51878 4.30621 -0.58538
H 2.21106 3.68198 -1.37850
H 3.10092 4.97304 -0.94979
C 3.51099 3.36550 0.49342
H 4.09455 4.18595 1.15735
H 3.98314 2.65695 -0.23828
H 1.78530 5.62253 1.07263
H 0.58030 5.25839 -0.05030
H 0.46138 3.00723 1.23293
H 0.94384 3.83818 2.26679
H -1.92162 -2.39341 -0.54064
H -4.33155 -2.36946 -1.05409
H -6.49827 -1.83093 -2.02287
H -7.68579 -1.09134 -1.28563

Frontier orbital gap, eV: 8.240
Highest occupied orbital energy, eV: -7.65
2S+1: 1
LUMO, eV: 0.59
Relative energy (zero: lowest compared OMol25 entry of this formula, charge and spin), kJ/mol: 2040.5


# 3
The following is a DFT calculation (ωB97M-V/def2-TZVPD) of a structure of composition C11H24AgBrN3OTa.

Element x y z (Å)
N -2.00801 -0.21373 0.32576
C -3.28845 -0.25251 0.35062
O -4.23105 -0.36454 1.10272
Ag -3.31509 0.09030 -1.70863
Ta -0.11289 -0.33337 0.54530
N 0.25730 1.56603 0.73236
N 0.72821 -1.28158 -0.96878
C -0.58617 2.69363 1.24330
C 0.60917 -2.74654 -1.21021
C -1.66761 3.05346 0.23643
C 0.23188 3.95639 1.48137
C -1.20355 2.23363 2.56029
C 0.88275 -3.08783 -2.68385
C 1.63178 -3.53791 -0.38167
C -0.79259 -3.22626 -0.87304
H -1.21549 3.29525 -0.73141
H -2.20898 3.93651 0.61568
H -2.38971 2.23852 0.09357
H 0.97259 3.82730 2.27800
H -0.45892 4.74737 1.81109
H 0.68795 4.32141 0.55439
H -1.86323 1.36321 2.40471
H -1.78689 3.06981 2.98421
H -0.39748 1.95783 3.25698
H 0.27094 -2.48176 -3.36286
H 0.62675 -4.14501 -2.84907
H 1.94802 -2.99054 -2.93830
H 2.66082 -3.24270 -0.64714
H 1.48433 -4.61053 -0.63118
H 1.47311 -3.37540 0.69666
H -1.04928 -3.08105 0.18453
H -0.82853 -4.31181 -1.07769
H -1.52996 -2.73806 -1.51951
C 1.75340 -0.57551 -1.77656
H 1.59065 0.51810 -1.74631
H 2.73461 -0.83161 -1.35042
H 1.78407 -0.91057 -2.83111
C 1.73370 1.72233 0.78505
H 2.05443 2.20815 1.72087
H 2.18943 0.71449 0.77963
H 2.08715 2.35500 -0.04514
Br 0.54086 -1.52990 2.58937

Charge: +2
Frontier orbital gap (spin up / spin down), eV: 5.917 / 5.919
Highest occupied orbital energy (spin up / spin down), eV: -16.05 / -16.06
2S+1: 1
LUMO (spin up / spin down), eV: -10.14 / -10.14


# 4
The following is a DFT calculation (ωB97M-V/def2-TZVPD) of a structure of composition C5H11N2.

Element x y z (Å)
C 1.90453 -2.41267 1.13317
C 1.28278 -1.53759 0.57253
C 0.02114 0.85347 -1.99370
C -0.31751 1.55366 1.10213
C 0.50023 -0.58497 -0.05530
N 0.73522 -0.05192 -1.26534
N -0.52333 0.09265 0.76549
H 2.71372 -2.83697 1.66172
H -0.72209 1.45401 -1.39317
H -2.54536 -0.77932 -0.55254
H 0.56947 0.90403 -2.88542
H 0.71349 1.74802 1.41749
H -0.48260 2.07098 0.09987
H -1.13033 1.94030 1.83267
H -2.00573 -1.38266 -0.54443
H 1.57134 -0.38507 -1.71346
H -0.90143 -0.41944 1.58265
H -1.38355 -0.22651 0.23564

Charge: +1
Frontier orbital gap (spin up / spin down), eV: 7.567 / 7.575
Highest occupied orbital energy (spin up / spin down), eV: -11.60 / -11.60
2S+1: 1
LUMO (spin up / spin down), eV: -4.03 / -4.02
Relative energy (zero: lowest compared OMol25 entry of this formula, charge and spin), kJ/mol: 625.8


# 5
The following is a DFT calculation (ωB97M-V/def2-TZVPD) of a cluster of 2 separate species, C23H42Cl3N4S3 in total.

Element x y z (Å)
C -2.57047 -1.94401 4.21468
C -1.65807 -2.57599 3.15340
C -0.31327 -1.85266 3.06717
C 0.85999 -2.67269 2.49592
N 1.06233 -2.38028 1.05429
C 2.47885 -2.16573 0.69640
C 2.80252 -0.65323 0.54966
C 1.66247 0.14689 -0.03616
C 1.95564 1.67349 -0.11953
C 1.93658 2.20085 -1.55422
C 3.25418 1.73390 -2.25194
C 3.10997 0.50310 -3.12211
C 2.63793 0.68716 -4.56319
N 3.37643 -0.65054 -2.69018
C 1.90315 3.79448 -1.54966
N 1.81306 4.49832 -0.28729
C 1.02957 5.50346 -0.11463
C 1.42294 6.86803 -0.62133
C -0.26200 5.36588 0.64412
C 1.01632 4.17978 -2.67415
N 0.39159 3.16626 -3.12999
C 0.66449 1.94128 -2.35989
S -0.85936 1.70450 -1.33008
C 0.38518 -3.18507 0.15274
S 0.32683 -2.73160 -1.43864
S -0.34416 -4.76824 0.58586
C -2.15651 -4.71317 0.40323
C -2.72395 -4.10347 -0.88746
C -3.12744 -2.63262 -0.78002
H -2.61682 -0.86857 4.04714
H -2.21338 -2.18659 5.21210
H -3.57555 -2.32715 4.04990
H -1.47195 -3.63112 3.34271
H -2.16101 -2.41784 2.20269
H -0.38275 -0.91969 2.50833
H -0.03237 -1.55688 4.08324
H 0.80978 -3.73280 2.73391
H 1.74483 -2.28837 3.00166
H 2.75677 -2.68545 -0.21381
H 3.15059 -2.53534 1.47133
H 3.62993 -0.59611 -0.15911
H 3.17721 -0.25986 1.49783
H 1.50222 -0.20126 -1.05117
H 0.72363 0.03230 0.49794
H 2.90204 1.92250 0.35586
H 1.20564 2.18934 0.47222
H 3.99563 1.49886 -1.49509
H 3.67728 2.50549 -2.89959
H 1.71220 0.13621 -4.73261
H 3.38125 0.33703 -5.27468
H 2.42249 1.73755 -4.77744
H 3.20760 -1.33612 -3.42739
H 2.89789 4.09865 -1.94277
H 2.30547 6.78757 -1.25025
H 0.59755 7.29675 -1.19598
H 1.68757 7.51682 0.21280
H -1.10039 5.65058 0.00657
H -0.37623 4.33669 0.96950
H -0.21313 5.98101 1.54455
H 0.90925 5.17454 -3.08182
H -0.24559 3.11171 -3.91826
H 0.59567 1.07302 -3.00802
H -1.14167 2.98996 -1.04369
H -2.45086 -5.76083 0.41795
H -2.66084 -4.24821 1.24426
H -3.62970 -4.65814 -1.14092
H -2.05560 -4.25705 -1.73022
H -3.45741 -2.34534 0.21969
H -2.33609 -1.93913 -1.06168
H -3.95238 -2.42236 -1.46153
C -6.70444 -3.67256 3.44544
Cl -6.82057 -2.16300 4.35092
Cl -6.08519 -3.37759 1.81698
Cl -5.68563 -4.83498 4.29575
H -7.69774 -4.09229 3.35779

Charge: +1
Frontier orbital gap, eV: 5.560
Highest occupied orbital energy, eV: -9.77
2S+1: 1
LUMO, eV: -4.21


# 6
The following is a DFT calculation (ωB97M-V/def2-TZVPD) of a cluster of 2 separate species, C4H6O2 in total.

Element x y z (Å)
C -1.47412 -0.36203 -0.52307
C -0.69977 0.34820 0.54373
O 0.20978 -0.49629 1.23249
C 1.13426 -0.98602 0.40888
O 0.93795 -0.49489 -0.81293
C -0.20057 0.35217 -0.85196
H -2.40172 0.08338 -0.85443
H -1.44877 -1.44879 -0.52128
H -1.06228 1.18905 1.12050
H 2.60714 0.70620 0.90519
H 2.58027 -0.06368 0.90352
H -0.11499 1.19812 -1.52086

Frontier orbital gap, eV: 10.204
Highest occupied orbital energy, eV: -9.29
2S+1: 1
LUMO, eV: 0.91
Relative energy (zero: lowest compared OMol25 entry of this formula, charge and spin), kJ/mol: 448.2


Taking the records one at a time from the top gives max |F| values of 5.195; 19.708; 7.692; 3.906; 3.410; 1.194 eV/Å.